Entry 1:
{
  "formula": "C6H13NOS",
  "method": "the ωB97M-V functional and the def2-TZVPD basis",
  "species": ["S", "O", "N", "C", "C", "C", "C", "C", "C", "H", "H", "H", "H", "H", "H", "H", "H", "H", "H", "H", "H", "H"],
  "coordinates": [[1.8256, 1.2239, 0.0231], [1.4651, 2.1295, 1.1085], [0.8654, 1.8572, -1.4006], [1.4389, -1.5019, -0.5200], [1.7262, -2.3306, 0.7035], [-1.4270, 1.0627, 0.3975], [0.6964, -0.2385, -0.0896], [-0.5907, -0.1652, 0.1492], [-2.9564, 0.6827, 0.4221], [2.2921, -1.2202, -0.9368], [0.8403, -2.7308, 0.9635], [2.1304, -1.8662, 1.5842], [2.3748, -3.1722, 0.4675], [1.3021, 2.7262, -1.6483], [0.8571, -2.0438, -1.2075], [-1.1673, 1.5577, 1.4477], [-3.1278, 0.1007, 1.3463], [-1.2539, -1.1011, -0.0681], [-1.3262, 1.8694, -0.4362], [-3.2785, 0.3912, -0.6302], [0.8933, 1.1566, -2.1478], [-3.5797, 1.6128, 0.4719]],
  "atomic_forces_ev_per_a": [[-2.132, -0.181, -1.745], [0.028, 0.052, 0.335], [1.068, -0.704, 1.203], [-2.713, 0.943, 3.179], [2.353, -0.352, -0.889], [-1.154, 1.954, 1.044], [1.405, -0.462, 0.022], [-2.219, -0.680, -0.944], [0.372, 1.826, -0.831], [3.826, 1.158, -2.204], [-3.103, -1.518, 1.298], [0.279, 0.782, 0.084], [0.201, -0.086, -0.096], [0.336, 0.342, -0.600], [-0.751, -0.764, -0.934], [-0.328, -0.888, -2.343], [-0.522, -0.370, -1.103], [1.422, 1.387, 0.541], [0.376, -1.521, 1.673], [0.410, -0.956, 1.607], [0.171, 0.518, 0.117], [0.674, -0.481, 0.585]],
  "de_lowest_ev": 3.542,
  "energy_ev": -20802.755
}



Entry 2:
{
  "formula": "C2H2Cl2S",
  "method": "the ωB97M-V functional and the def2-TZVPD basis",
  "species": ["Cl", "Cl", "S", "C", "C", "H", "H"],
  "coordinates": [[0.8750, -0.3847, 1.3182], [0.5974, 1.8546, -0.4233], [-0.8286, -1.7436, -1.0118], [-1.1500, -0.3583, -0.3593], [-0.2811, 0.6372, 0.4120], [-1.0433, 1.1464, 0.9367], [-2.1432, 0.0889, -0.2777]],
  "atomic_forces_ev_per_a": [[-0.152, 0.604, 0.682], [0.319, 0.666, -1.059], [0.248, -0.886, -0.562], [-0.569, 1.903, 0.117], [0.560, -2.294, -0.263], [-0.021, 0.559, 1.722], [-0.386, -0.553, -0.637]],
  "de_lowest_ev": 0.828,
  "energy_ev": -37985.066,
  "smiles": "S=CC(Cl)Cl"
}



Entry 3:
{
  "formula": "C31H29N2O",
  "method": "the ωB97M-V functional and the def2-TZVPD basis",
  "species": ["O", "N", "N", "C", "C", "C", "C", "C", "C", "C", "C", "C", "C", "C", "C", "C", "C", "C", "C", "C", "C", "C", "C", "C", "C", "C", "C", "C", "C", "C", "C", "C", "C", "C", "H", "H", "H", "H", "H", "H", "H", "H", "H", "H", "H", "H", "H", "H", "H", "H", "H", "H", "H", "H", "H", "H", "H", "H", "H", "H", "H", "H", "H"],
  "coordinates": [[5.7200, 0.1297, -0.8563], [4.3970, -0.9427, -4.1921], [7.1627, -0.5217, -3.0903], [2.9132, -1.0140, -4.0673], [3.2736, -0.8090, -7.3293], [-3.7102, -0.8159, 4.6322], [4.3061, -1.7458, -7.3793], [2.6173, -1.4128, -9.5747], [1.8036, 0.1250, -3.7178], [-7.0261, 0.5285, 7.4739], [6.6591, 0.5269, -4.1011], [4.4934, -2.5162, -8.5266], [2.4324, -0.6399, -8.4288], [-1.4908, 0.1151, 4.8422], [1.0820, 0.2612, 2.1470], [6.5663, -0.2301, -1.8572], [-2.3638, -0.9656, 4.9632], [-4.1851, 0.4168, 4.1837], [-8.6414, 2.2642, 6.0056], [2.4038, 1.6718, -3.4984], [3.6464, -2.3536, -9.6226], [1.7582, -2.0021, 1.6412], [0.8886, -1.1139, 2.2749], [5.0022, 0.4051, -3.9912], [2.8166, -1.5141, 0.8754], [-6.4582, 1.6167, 6.8120], [2.1382, 0.7492, 1.3781], [-7.2667, 2.4867, 6.0800], [4.0529, 1.6890, -3.6771], [-8.4003, 0.3039, 7.3964], [-9.2080, 1.1707, 6.6599], [3.0044, -0.1388, 0.7399], [-3.3139, 1.5001, 4.0715], [-1.9667, 1.3494, 4.3990], [-1.2875, 2.1930, 4.3093], [-5.3865, 1.7876, 6.8671], [0.4086, 0.9533, 2.6464], [3.1259, -0.2105, -6.4347], [4.9642, -1.8752, -6.5241], [-4.3896, -1.6593, 4.7234], [-8.8421, -0.5463, 7.9095], [5.2996, -3.2444, -8.5664], [-1.9945, -1.9257, 5.3151], [0.6480, -0.1149, -3.6271], [1.6105, -3.0738, 1.7448], [1.7387, 2.6033, -3.2579], [2.4485, -2.1001, -4.2547], [0.0616, -1.4938, 2.8686], [3.4951, -2.2063, 0.3829], [-6.8249, 3.3376, 5.5681], [3.7884, -2.9587, -10.5139], [-9.2715, 2.9432, 5.4364], [1.9602, -1.2826, -10.4305], [4.6012, 2.7342, -3.5299], [1.6314, 0.0944, -8.3923], [7.0295, 1.5684, -3.7128], [2.2866, 1.8210, 1.2759], [-5.2334, 0.5331, 3.9233], [-0.4404, -0.0037, 5.0938], [-10.2783, 0.9944, 6.5971], [-6.3971, -0.1456, 8.0500], [3.8258, 0.2410, 0.1387], [-3.6850, 2.4625, 3.7277]],
  "atomic_forces_ev_per_a": [[6.288, -2.723, -6.730], [-3.650, 4.168, 1.183], [-2.399, 1.080, 6.976], [-0.206, 2.042, 0.693], [-0.004, 0.012, -0.193], [0.100, 0.163, -0.017], [0.015, -0.054, -0.111], [0.112, -0.059, 0.104], [4.094, 1.394, -0.275], [-0.097, 0.094, -0.092], [-3.683, 0.891, 1.753], [-0.215, 0.150, -0.016], [0.164, -0.170, -0.025], [-0.172, 0.054, 0.006], [0.095, -0.094, -0.058], [-3.133, 1.401, -0.804], [-0.066, 0.156, -0.049], [0.169, -0.039, 0.047], [0.086, -0.103, 0.070], [3.625, -4.898, -1.482], [-0.050, 0.115, 0.109], [0.033, 0.232, -0.015], [0.134, 0.042, -0.061], [-1.813, 0.555, 0.150], [-0.134, 0.075, 0.106], [-0.162, 0.014, 0.012], [-0.056, -0.307, 0.055], [-0.064, -0.172, 0.106], [-2.344, -0.979, 0.122], [0.059, 0.157, -0.102], [0.195, 0.023, 0.029], [-0.040, 0.109, 0.035], [0.055, -0.150, 0.059], [-0.119, -0.164, 0.047], [-0.088, -0.122, 0.003], [-0.146, -0.041, -0.026], [0.046, -0.105, -0.079], [0.077, -0.094, -0.169], [-0.152, 0.123, -0.041], [0.090, 0.120, -0.020], [0.063, 0.119, -0.074], [-0.106, 0.100, 0.016], [-0.042, 0.140, -0.069], [2.808, 0.429, -0.249], [0.006, 0.125, -0.018], [1.546, -1.982, -0.472], [1.301, 2.588, 0.444], [0.066, 0.055, -0.067], [-0.088, 0.169, 0.030], [-0.056, -0.122, 0.068], [-0.017, 0.072, 0.078], [0.096, -0.110, 0.081], [0.070, -0.022, 0.085], [-1.275, -2.506, -0.341], [0.109, -0.096, 0.011], [-1.038, -1.548, -0.819], [-0.007, -0.148, -0.014], [0.128, -0.014, 0.052], [-0.135, 0.016, -0.055], [0.138, 0.027, 0.011], [-0.084, 0.101, -0.105], [-0.184, -0.144, 0.081], [0.058, -0.147, 0.030]],
  "charge": -1,
  "energy_ev": -37635.348
}